1.
DFT (ωB97M-V/def2-TZVPD) results for C12H34NNbO8P as an isolated structure.

Geometry (Å):
C: -1.1419 -0.6805 -2.0926
C: 0.3063 -0.1428 -2.1014
C: 0.4205 1.0895 -1.1926
C: 0.5993 2.3449 -2.0865
Nb: 2.1048 1.0074 0.3192
O: 2.7178 -0.9481 0.0111
N: 3.6508 -1.0033 -1.0117
O: 4.6991 -1.4045 -0.6586
P: 0.4889 0.2157 2.2076
O: 0.2315 1.4887 3.2705
O: 1.2147 -1.0076 3.0816
H: -1.8429 0.1150 -1.8942
H: -1.2172 -1.3862 -1.2811
H: -1.3922 -1.1346 -3.0409
H: 0.5707 0.1102 -3.1148
H: 0.9332 -0.9718 -1.8062
H: -0.5028 1.2458 -0.6613
H: 1.4806 2.2287 -2.6956
H: -0.2564 2.4535 -2.7499
H: 0.7045 3.2194 -1.4719
H: 3.3646 1.2612 1.6234
H: 1.6273 2.7308 0.6948
H: 3.3552 1.6559 -0.8660
H: 0.6062 2.2796 2.8474
H: 2.1542 -1.0315 2.8446
C: -3.2852 -1.2857 -7.4164
O: -2.2671 -0.7332 -8.2299
C: -1.6098 0.3736 -7.6306
C: -0.2830 -0.0160 -7.0219
O: -0.4479 -0.9000 -5.9285
C: -0.1832 -2.2513 -6.2521
H: -3.5733 -2.2397 -7.8551
H: -2.9372 -1.4559 -6.3952
H: -4.1620 -0.6287 -7.3946
H: -2.2479 0.8304 -6.8690
H: -1.4358 1.1153 -8.4167
H: 0.2061 0.8862 -6.6411
H: 0.3676 -0.4595 -7.7815
H: 0.8943 -2.4184 -6.3591
H: -0.6892 -2.5535 -7.1726
H: -0.5498 -2.8617 -5.4286
C: 0.8652 -1.1029 8.9974
O: 1.2721 -0.1958 7.9970
C: 0.6569 -0.4386 6.7318
C: -0.4892 0.5063 6.4719
O: -1.5635 0.2982 7.3901
C: -1.5914 1.2425 8.4371
H: 1.2103 -0.7141 9.9553
H: -0.2225 -1.2084 9.0295
H: 1.3174 -2.0889 8.8352
H: 0.3128 -1.4744 6.6686
H: 1.4150 -0.2875 5.9608
H: -0.8717 0.3228 5.4668
H: -0.1450 1.5421 6.5151
H: -1.9363 2.2174 8.0721
H: -0.6089 1.3618 8.9012
H: -2.2946 0.8822 9.1881

The calculation puts the HOMO-LUMO gap at 6.3 eV. The charge is -1. The value obtained for the HOMO energy is -0.1503 Ha. As for the total energy: -1532.33880 a.u.


2.
DFT (ωB97M-V/def2-TZVPD) results for a 5-piece molecular cluster, C12H35Cl2O14P3 overall.

Geometry (Å):
C: -0.9947 -6.1133 4.2257
O: -1.1535 -6.2087 2.8424
P: 0.1178 -5.9234 1.8168
O: 0.1981 -6.9011 0.6727
O: -0.2237 -4.4184 1.3387
C: -1.4519 -4.2626 0.5356
O: 1.5367 -5.7257 2.6798
C: 2.2642 -6.8514 2.9966
H: -1.0831 -7.1201 4.6340
H: -1.7764 -5.4767 4.6401
H: -0.0838 -5.7362 4.6907
H: -2.0757 -3.5168 1.0284
H: -2.0374 -5.1512 0.3000
H: -1.1773 -3.7244 -0.3716
H: 2.6712 -6.4511 3.9251
H: 2.9880 -7.1387 2.2339
H: 1.5320 -7.6108 3.2708
C: 3.1929 1.3853 -1.3605
O: 2.4254 0.3440 -0.7936
P: 2.4980 -0.0939 0.7776
O: 3.8846 0.0797 1.3001
O: 1.3942 0.8652 1.5876
C: 1.6754 2.2455 1.8358
O: 1.9084 -1.6164 0.9095
C: 2.8734 -2.5947 1.2941
H: 3.7192 1.9622 -0.6000
H: 2.5210 2.1313 -1.7850
H: 3.8825 1.1927 -2.1823
H: 0.7782 2.8262 2.0498
H: 2.2658 2.7169 1.0502
H: 2.2875 2.3707 2.7290
H: 2.6505 -3.4600 0.6699
H: 2.7389 -3.0485 2.2760
H: 3.9433 -2.4177 1.1834
C: -5.7087 5.1950 1.0351
O: -4.5342 5.2119 0.3202
P: -3.6099 3.8887 0.0362
O: -4.2433 3.1251 -1.0605
O: -3.6643 3.2043 1.5503
C: -2.6097 2.3439 1.9840
O: -2.1104 4.4780 -0.2035
C: -1.0403 3.7077 -0.6840
H: -5.6160 5.7493 1.9690
H: -6.0594 4.1725 1.1752
H: -6.4681 5.6817 0.4231
H: -3.0451 1.6429 2.6962
H: -1.9166 2.9285 2.5889
H: -2.0487 1.7510 1.2617
H: -0.4060 4.3824 -1.2588
H: -1.3294 2.8605 -1.3060
H: -0.5261 3.4471 0.2411
Cl: -1.4217 -0.7706 -0.1792
C: -0.6647 -0.9643 -1.7162
Cl: -1.1188 0.3887 -2.6666
H: 0.4057 -1.1648 -1.6703
H: -1.2450 -1.7754 -2.1561
O: 0.9867 4.9618 -6.0250
C: 1.7172 3.7394 -6.2010
C: 2.0383 3.0204 -4.9220
O: 0.8963 2.7822 -4.1075
H: 0.0336 4.9577 -6.1398
H: 0.9685 3.1020 -6.6714
H: 2.5736 4.0053 -6.8206
H: 2.8696 3.4403 -4.3556
H: 2.4285 2.0289 -5.1516
H: 0.5789 1.9203 -4.3866

The calculation puts the HOMO-LUMO gap at 10.6 eV. The energy relative to the best compared isomer or geometry (same formula, charge and spin) is 288.6 kJ/mol. The SMILES is COP(=O)(OC)OC.COP(=O)(OC)OC.COP(=O)(OC)OC.ClCCl.OCCO. The value obtained for the HOMO energy is -0.3749 Ha. As for the total energy: -3476.15571 a.u.


3.
DFT (ωB97M-V/def2-TZVPD) results for C12H36Ag3NO19P4 as an isolated structure.

Geometry (Å):
Ag: 26.9011 -0.9618 24.4576
Ag: 26.1834 1.2357 21.3317
Ag: 29.5805 2.2730 22.3965
N: 28.4723 -1.0304 21.6443
O: 27.4679 -1.4130 22.1460
O: 29.3025 -1.8185 21.1743
O: 28.6623 0.1704 21.7163
C: 30.3084 -2.4246 28.0092
O: 30.3844 -3.4373 27.0486
P: 29.5783 -3.3043 25.6520
O: 28.4332 -2.4162 25.6357
O: 30.8240 -3.0920 24.6455
C: 31.2409 -1.7848 24.2666
O: 29.0180 -4.7333 25.2774
C: 29.8798 -5.7906 25.2893
H: 29.7495 -1.5430 27.6955
H: 31.2796 -1.9430 28.1235
H: 29.9872 -2.7066 29.0119
H: 32.3286 -1.8157 24.2029
H: 30.8904 -0.9491 24.8723
H: 31.0968 -1.6784 23.1915
H: 30.9158 -5.4534 25.2560
H: 29.6204 -6.4487 24.4600
H: 29.8698 -6.4441 26.1617
C: 22.6033 0.2327 18.5578
O: 23.4798 -0.8037 18.0762
P: 24.8493 -1.2765 18.8110
O: 25.7629 -0.2460 19.3969
O: 24.4640 -2.3611 19.9462
C: 24.1451 -1.9064 21.2768
O: 25.5194 -2.1498 17.6132
C: 24.7551 -3.0557 16.8396
H: 21.9033 0.4620 17.7544
H: 23.1506 1.1677 18.6774
H: 22.1345 -0.1237 19.4751
H: 23.2681 -2.3616 21.7371
H: 24.0422 -0.8225 21.3287
H: 24.9744 -2.1118 21.9538
H: 24.3949 -3.8700 17.4683
H: 25.2207 -3.3264 15.8920
H: 23.8426 -2.5368 16.5460
C: 27.1454 3.4233 18.0147
O: 28.4726 3.1723 17.4849
P: 29.7468 2.7747 18.3834
O: 29.6594 3.1074 19.8346
O: 31.0058 3.4300 17.5307
C: 32.3886 3.1229 17.9014
O: 29.9838 1.2296 18.0177
C: 29.0468 0.1938 18.3249
H: 26.4017 2.8658 17.4453
H: 26.7593 4.4425 18.0324
H: 27.1832 3.1981 19.0805
H: 32.4205 2.5171 18.8071
H: 32.7174 4.0443 18.3820
H: 33.0178 2.6496 17.1476
H: 28.1652 0.7395 18.6613
H: 29.4231 -0.4346 19.1321
H: 28.9503 -0.4463 17.4479
C: 35.2881 2.4215 20.9055
O: 34.1566 2.5573 21.7066
P: 33.1720 1.3167 22.1246
O: 31.7403 1.7035 22.2953
O: 33.8750 0.7149 23.4663
C: 33.4479 0.9655 24.8726
O: 33.4374 0.1171 21.0575
C: 32.3699 -0.7313 20.6553
H: 35.5250 1.3752 20.7124
H: 36.1356 2.7536 21.5053
H: 35.2030 3.0205 19.9988
H: 34.2282 0.7595 25.6052
H: 32.5957 0.3280 25.1079
H: 33.1118 1.9962 24.9857
H: 32.4606 -1.6790 21.1861
H: 32.6446 -1.0155 19.6395
H: 31.3463 -0.4118 20.8508

The calculation puts the HOMO-LUMO gap at 7.1 eV. The charge is +2. The value obtained for the HOMO energy is -0.5545 Ha. As for the total energy: -3769.05263 a.u.


What did the second record say?
DFT (ωB97M-V/def2-TZVPD) results for a 5-piece molecular cluster, C12H35Cl2O14P3 overall.

Geometry (Å):
C: -0.9947 -6.1133 4.2257
O: -1.1535 -6.2087 2.8424
P: 0.1178 -5.9234 1.8168
O: 0.1981 -6.9011 0.6727
O: -0.2237 -4.4184 1.3387
C: -1.4519 -4.2626 0.5356
O: 1.5367 -5.7257 2.6798
C: 2.2642 -6.8514 2.9966
H: -1.0831 -7.1201 4.6340
H: -1.7764 -5.4767 4.6401
H: -0.0838 -5.7362 4.6907
H: -2.0757 -3.5168 1.0284
H: -2.0374 -5.1512 0.3000
H: -1.1773 -3.7244 -0.3716
H: 2.6712 -6.4511 3.9251
H: 2.9880 -7.1387 2.2339
H: 1.5320 -7.6108 3.2708
C: 3.1929 1.3853 -1.3605
O: 2.4254 0.3440 -0.7936
P: 2.4980 -0.0939 0.7776
O: 3.8846 0.0797 1.3001
O: 1.3942 0.8652 1.5876
C: 1.6754 2.2455 1.8358
O: 1.9084 -1.6164 0.9095
C: 2.8734 -2.5947 1.2941
H: 3.7192 1.9622 -0.6000
H: 2.5210 2.1313 -1.7850
H: 3.8825 1.1927 -2.1823
H: 0.7782 2.8262 2.0498
H: 2.2658 2.7169 1.0502
H: 2.2875 2.3707 2.7290
H: 2.6505 -3.4600 0.6699
H: 2.7389 -3.0485 2.2760
H: 3.9433 -2.4177 1.1834
C: -5.7087 5.1950 1.0351
O: -4.5342 5.2119 0.3202
P: -3.6099 3.8887 0.0362
O: -4.2433 3.1251 -1.0605
O: -3.6643 3.2043 1.5503
C: -2.6097 2.3439 1.9840
O: -2.1104 4.4780 -0.2035
C: -1.0403 3.7077 -0.6840
H: -5.6160 5.7493 1.9690
H: -6.0594 4.1725 1.1752
H: -6.4681 5.6817 0.4231
H: -3.0451 1.6429 2.6962
H: -1.9166 2.9285 2.5889
H: -2.0487 1.7510 1.2617
H: -0.4060 4.3824 -1.2588
H: -1.3294 2.8605 -1.3060
H: -0.5261 3.4471 0.2411
Cl: -1.4217 -0.7706 -0.1792
C: -0.6647 -0.9643 -1.7162
Cl: -1.1188 0.3887 -2.6666
H: 0.4057 -1.1648 -1.6703
H: -1.2450 -1.7754 -2.1561
O: 0.9867 4.9618 -6.0250
C: 1.7172 3.7394 -6.2010
C: 2.0383 3.0204 -4.9220
O: 0.8963 2.7822 -4.1075
H: 0.0336 4.9577 -6.1398
H: 0.9685 3.1020 -6.6714
H: 2.5736 4.0053 -6.8206
H: 2.8696 3.4403 -4.3556
H: 2.4285 2.0289 -5.1516
H: 0.5789 1.9203 -4.3866

The calculation puts the HOMO-LUMO gap at 10.6 eV. The energy relative to the best compared isomer or geometry (same formula, charge and spin) is 288.6 kJ/mol. The SMILES is COP(=O)(OC)OC.COP(=O)(OC)OC.COP(=O)(OC)OC.ClCCl.OCCO. The value obtained for the HOMO energy is -0.3749 Ha. As for the total energy: -3476.15571 a.u.